No. 1
{"formula": "C15H29N2O2", "method": "the ωB97M-V functional and the def2-TZVPD basis", "charge": -1, "orbital_gap_ev": 4.396, "symbols": ["C", "C", "C", "C", "C", "C", "C", "C", "C", "H", "H", "H", "H", "H", "H", "H", "H", "H", "H", "H", "H", "H", "H", "H", "C", "C", "O", "N", "C", "H", "H", "H", "H", "H", "H", "H", "C", "C", "O", "N", "C", "H", "H", "H", "H", "H", "H", "H"], "coordinates": [[2.11628, 2.44800, 2.05262], [1.13778, 1.75187, 2.14002], [0.06801, 0.74727, 2.34467], [-0.37204, 0.20070, 0.93876], [-1.89711, 0.30905, 0.72648], [-2.67806, -0.75126, 1.53935], [-2.44205, 1.75688, 0.90419], [-3.99206, 1.89242, 0.95443], [-4.47272, 1.78765, 2.43501], [3.06538, 2.89461, 2.22208], [-0.74308, 1.20232, 2.94527], [0.49592, -0.05188, 2.96480], [0.06224, 0.88806, 0.19008], [-2.07389, 0.05202, -0.33282], [-3.75645, -0.75278, 1.31414], [-2.48302, -0.70762, 2.61631], [-2.31080, -1.72453, 1.18312], [-2.11238, 2.31167, 0.01289], [-2.03788, 2.29023, 1.77200], [-4.21974, 2.92607, 0.65033], [-4.51832, 1.20646, 0.28605], [-3.66319, 1.33318, 3.01677], [-4.65756, 2.76816, 2.88664], [-5.37081, 1.17082, 2.55470], [5.98651, 0.31655, -1.62315], [5.51087, 0.49578, -0.19961], [6.29132, 0.45123, 0.74922], [4.19496, 0.70740, -0.00465], [3.12962, 0.79170, -0.99507], [7.06177, 0.15627, -1.61706], [5.50763, -0.55159, -2.07754], [5.77110, 1.20939, -2.21147], [3.94242, 0.81800, 0.96676], [2.65002, 1.76778, -0.91242], [2.38420, 0.02495, -0.78705], [3.50947, 0.65946, -2.00409], [0.25730, -3.01068, -1.17389], [-0.07984, -1.88424, -2.11557], [0.52605, -0.83388, -2.10223], [-1.10837, -2.07670, -2.99880], [-1.94428, -3.24709, -3.16140], [1.08252, -2.69997, -0.54115], [-0.59699, -3.23985, -0.53628], [0.55761, -3.90049, -1.73552], [-1.27770, -1.28163, -3.59307], [-1.84520, -3.61942, -4.18479], [-2.98726, -2.96865, -2.99198], [-1.66818, -4.03370, -2.46708]]}



No. 2
{"formula": "C15H29N2O7S3Ti", "method": "the ωB97M-V functional and the def2-TZVPD basis", "charge": 1, "orbital_gap_ev": [6.047, 8.853], "spin_multiplicity": 3, "symbols": ["Ti", "C", "C", "O", "C", "C", "O", "C", "C", "O", "C", "C", "O", "C", "C", "O", "C", "C", "O", "H", "H", "H", "H", "H", "H", "H", "H", "H", "H", "H", "H", "H", "H", "H", "H", "H", "H", "H", "H", "H", "H", "H", "H", "S", "C", "N", "C", "C", "S", "H", "H", "H", "H", "H", "O", "S", "N"], "coordinates": [[-0.37792, -0.56162, 0.24671], [0.05526, -2.26098, 3.13455], [1.40543, -2.13732, 2.48541], [1.28476, -1.82042, 1.07860], [1.69053, -2.90703, 0.20899], [1.57328, -2.44424, -1.22262], [0.25796, -1.89199, -1.37517], [-0.14496, -1.58808, -2.71372], [-1.57988, -1.13598, -2.63971], [-1.61051, -0.04002, -1.72564], [-2.92312, 0.41743, -1.37052], [-2.85832, 1.04234, 0.03813], [-1.46411, 1.23674, 0.38679], [-1.04347, 2.54591, 0.82145], [-0.72665, 2.48169, 2.29331], [0.24477, 1.46206, 2.44828], [0.38538, 0.95004, 3.76934], [-0.64914, -0.11775, 4.03525], [-0.73067, -1.08033, 2.99554], [0.18145, -2.51957, 4.18828], [-0.49208, -3.05732, 2.64114], [1.94525, -3.07635, 2.60007], [2.00174, -1.34441, 2.92967], [1.02490, -3.74561, 0.38274], [2.72420, -3.16981, 0.42720], [1.69196, -3.29860, -1.88640], [2.30908, -1.68297, -1.46558], [-0.05489, -2.47628, -3.33695], [0.49324, -0.79822, -3.11292], [-2.20582, -1.94104, -2.25734], [-1.93568, -0.82823, -3.62394], [-3.60875, -0.42725, -1.34849], [-3.25414, 1.13531, -2.11867], [-3.28295, 0.36194, 0.75714], [-3.37234, 1.99906, 0.06604], [-1.82774, 3.26813, 0.60909], [-0.14895, 2.80774, 0.26786], [-1.63206, 2.25549, 2.86501], [-0.32636, 3.44058, 2.63291], [0.29315, 1.74726, 4.51200], [1.39575, 0.55320, 3.83216], [-1.63701, 0.34064, 4.07590], [-0.46163, -0.59621, 5.00014], [1.70783, 0.80165, -0.39624], [1.66871, 1.61793, -1.83634], [2.75874, 1.79665, -2.57903], [2.75368, 2.93380, -3.50688], [1.28659, 3.20298, -3.85005], [0.30833, 2.44046, -2.51675], [3.62475, 1.56363, -2.10867], [3.31873, 2.68405, -4.39976], [3.21526, 3.80007, -3.03924], [0.99291, 2.75811, -4.79620], [1.06903, 4.26600, -3.87479], [-1.18401, -4.15010, 0.43866], [-2.26972, -3.13469, 0.43984], [-1.85977, -1.67847, 0.49342]]}



No. 3
{"formula": "C15H30As3F18O15Tl", "method": "the ωB97M-V functional and the def2-TZVPD basis", "orbital_gap_ev": 4.827, "symbols": ["Tl", "As", "F", "F", "F", "F", "F", "F", "As", "F", "F", "F", "F", "F", "F", "As", "F", "F", "F", "F", "F", "F", "C", "O", "C", "O", "O", "C", "H", "H", "H", "H", "H", "H", "C", "O", "C", "O", "O", "C", "H", "H", "H", "H", "H", "H", "C", "O", "C", "O", "O", "C", "H", "H", "H", "H", "H", "H", "C", "O", "C", "O", "O", "C", "H", "H", "H", "H", "H", "H", "C", "O", "C", "O", "O", "C", "H", "H", "H", "H", "H", "H"], "coordinates": [[-0.14396, 0.42077, -0.18290], [-1.79163, 1.58091, -4.13684], [-0.22057, 1.19004, -4.73442], [-2.36667, 1.98300, -5.69916], [-3.33495, 1.91318, -3.43772], [-1.16030, 1.15852, -2.49362], [-1.28931, 3.19069, -3.83750], [-2.25036, -0.06859, -4.34794], [1.96581, 3.32983, 2.38269], [0.80191, 3.18849, 3.65841], [1.05388, 2.07035, 1.51883], [3.05509, 3.33092, 1.03637], [2.82432, 4.55100, 3.22337], [2.92985, 2.09405, 3.11721], [1.00515, 4.55150, 1.63076], [-0.31328, -3.31294, -0.10444], [-0.93383, -2.87147, 1.44139], [-1.59917, -4.38830, -0.40462], [0.32519, -3.66012, -1.67814], [0.90289, -2.03741, 0.07026], [0.69241, -4.52795, 0.55792], [-1.24499, -1.98876, -0.79784], [-0.49983, 0.56757, 4.67411], [0.64066, -0.29505, 4.62505], [0.87341, -0.89442, 3.47636], [0.38947, -0.53070, 2.41847], [1.77517, -1.81380, 3.68871], [2.05454, -2.89586, 2.80326], [-0.49248, 0.95866, 5.68701], [-1.40235, -0.04863, 4.62188], [-0.48413, 1.32700, 3.90442], [2.29235, -2.50756, 1.81737], [1.19328, -3.54780, 2.74609], [2.92523, -3.41473, 3.18862], [-2.16688, 3.75711, 2.91519], [-3.08153, 2.64402, 3.04886], [-2.74228, 1.50084, 2.51058], [-1.77027, 1.30638, 1.82498], [-3.53238, 0.55185, 2.97389], [-3.35084, -0.78801, 2.53348], [-1.81778, 3.90329, 1.89221], [-1.32751, 3.58142, 3.57547], [-2.71872, 4.66550, 3.13319], [-4.06866, -1.42068, 3.03603], [-2.32754, -1.16225, 2.60578], [-3.52280, -0.82830, 1.45549], [1.10909, -1.55538, -5.11477], [1.98446, -1.90045, -4.03150], [1.70775, -1.49879, -2.83543], [0.76014, -0.77394, -2.55252], [2.53267, -1.92580, -1.93231], [3.46433, -2.97502, -2.23457], [1.13818, -0.49295, -5.35458], [0.06294, -1.73860, -4.87464], [1.46916, -2.07480, -5.99545], [4.16826, -3.04331, -1.41323], [4.00014, -2.69476, -3.14054], [2.93180, -3.91137, -2.37695], [-4.59175, -0.70434, -3.33696], [-3.60383, -0.59232, -2.31241], [-3.78571, 0.13960, -1.26725], [-2.90700, 0.26427, -0.42255], [-4.97608, 0.70922, -1.22328], [-5.34325, 1.47017, -0.08039], [-5.52080, -1.14596, -2.98117], [-4.14619, -1.24993, -4.15620], [-4.84368, 0.29219, -3.70192], [-5.50942, 2.51184, -0.34274], [-4.65645, 1.41426, 0.75567], [-6.28440, 1.08043, 0.31015], [5.38981, 1.08418, -1.85295], [4.02573, 0.90146, -1.50959], [3.67645, 0.47613, -0.31420], [2.51396, 0.34718, 0.02687], [4.69899, 0.17775, 0.45370], [4.45264, -0.44316, 1.72102], [5.83739, 0.11287, -2.07427], [5.98056, 1.62438, -1.12293], [5.40861, 1.60296, -2.80788], [5.36079, -0.43360, 2.31047], [4.04953, -1.43637, 1.52024], [3.69955, 0.06841, 2.32646]]}



No. 4
{"formula": "C15H30CaF12O15P2", "method": "the ωB97M-V functional and the def2-TZVPD basis", "orbital_gap_ev": 11.540, "symbols": ["Ca", "P", "F", "F", "F", "F", "F", "F", "P", "F", "F", "F", "F", "F", "F", "C", "O", "C", "O", "O", "C", "H", "H", "H", "H", "H", "H", "C", "O", "C", "O", "O", "C", "H", "H", "H", "H", "H", "H", "C", "O", "C", "O", "O", "C", "H", "H", "H", "H", "H", "H", "C", "O", "C", "O", "O", "C", "H", "H", "H", "H", "H", "H", "C", "O", "C", "O", "O", "C", "H", "H", "H", "H", "H", "H"], "coordinates": [[12.17694, -6.78487, 14.17714], [15.51383, -7.37938, 14.52582], [15.35913, -7.06046, 16.12789], [16.19888, -8.77019, 14.82075], [14.02459, -8.06295, 14.61153], [15.64390, -7.72421, 12.97271], [14.84493, -5.93196, 14.27695], [16.99135, -6.65155, 14.62936], [9.12705, -6.09874, 13.48961], [10.37787, -5.39632, 12.72905], [8.38605, -4.64711, 13.71758], [8.35874, -6.36647, 12.02309], [8.02239, -6.87276, 14.28671], [10.06712, -7.34240, 13.28069], [10.04912, -5.96160, 14.86754], [13.40640, -8.77908, 18.31933], [12.83916, -7.55309, 18.66339], [12.24824, -6.80906, 17.69542], [12.10068, -7.11932, 16.50070], [12.04562, -5.60649, 18.19568], [12.19306, -5.07909, 19.54650], [13.65926, -9.32358, 19.22910], [14.32660, -8.60075, 17.76298], [12.82786, -9.51689, 17.76343], [12.18237, -4.00789, 19.34520], [13.10876, -5.30961, 20.09098], [11.40617, -5.36466, 20.24460], [15.65749, -4.96710, 11.17091], [14.40145, -4.28318, 10.88015], [13.28953, -4.85336, 11.30467], [13.20062, -5.55449, 12.30260], [12.26257, -4.40443, 10.62549], [12.38350, -3.90152, 9.31871], [16.17677, -4.67288, 12.08299], [16.41550, -4.82267, 10.40107], [15.54146, -6.05084, 11.15893], [12.78679, -4.69170, 8.68538], [13.03106, -3.03067, 9.42067], [11.39024, -3.62040, 8.96872], [9.04440, -9.41937, 16.38356], [9.90412, -10.49614, 16.03017], [11.00570, -10.30145, 15.27052], [11.34912, -9.22966, 14.84460], [11.44640, -11.46280, 14.98891], [12.83121, -11.50767, 14.61143], [9.66384, -8.52303, 16.35260], [8.57207, -9.50308, 17.36233], [8.26827, -9.37988, 15.61925], [13.30178, -11.66263, 15.58234], [13.24403, -10.74105, 13.95571], [13.05548, -12.44981, 14.11124], [10.48479, -7.79449, 9.96150], [11.67799, -8.60201, 9.97980], [12.47842, -8.71597, 11.10734], [12.39560, -8.11082, 12.20845], [13.40998, -9.65830, 10.76634], [14.45738, -10.06157, 11.64736], [9.88980, -7.91100, 10.86731], [9.92900, -8.18111, 9.10726], [10.83137, -6.77158, 9.81436], [14.60776, -11.14077, 11.67608], [14.24582, -9.82811, 12.69083], [15.37593, -9.57354, 11.32148], [10.10947, -3.79935, 16.84056], [11.33855, -3.01278, 16.58796], [12.19578, -3.36884, 15.64369], [12.24392, -4.39754, 15.01153], [13.09980, -2.33686, 15.58570], [14.11130, -2.43989, 14.43372], [9.24838, -3.44845, 16.27180], [9.81216, -3.59052, 17.86822], [10.22186, -4.86183, 16.62469], [14.80877, -1.60349, 14.47923], [13.53586, -2.49434, 13.50960], [14.68441, -3.36592, 14.38791]]}



What did we get for relative energy (zero: lowest compared OMol25 entry of this formula, charge and spin)? Answer: 0.0; 0.0; 0.0; 60.6 kJ/mol, in the order shown.